Entry 1:
Density functional theory data (ωB97M-V with the def2-TZVPD basis set) for a molecular structure, C2H4O2P at a distorted geometry.

E   -570.45439 hartree
HOMO level   -2.5 eV
ΔE to the lowest compared entry with this formula, charge and spin   35.2 kcal per mole
Total charge   -1

XYZ file:
```
9
Properties=species:S:1:pos:R:3:forces:R:3
C -0.197322 -0.492885 0.773660 1.24 -0.22 -2.07
C 0.761366 0.008645 -0.603025 -4.32 -5.46 0.87
O 2.042047 -2.332381 -0.902860 0.21 -1.58 -1.38
O 0.692569 -1.522575 1.178586 -0.07 0.10 -0.02
P 2.034305 -1.213845 0.063290 -0.24 1.29 1.51
H -0.165429 0.332137 1.522887 -0.68 -0.43 -0.43
H -1.261371 -0.945903 0.541956 1.81 1.24 0.50
H 0.167879 -0.472753 -1.508692 1.51 1.34 1.45
H 0.823305 1.008282 -0.552064 0.54 3.71 -0.43
```
Positions in Å, forces in eV/Å.

=====

Entry 2:
Density functional theory data (ωB97M-V with the def2-TZVPD basis set) for 2 unconnected molecules or ions with the total composition C2H4O2P at a distorted geometry.

E   -570.41321 hartree
HOMO level   -2.5 eV
ΔE to the lowest compared entry with this formula, charge and spin   61.0 kcal per mole
Total charge   -1

XYZ file:
```
9
Properties=species:S:1:pos:R:3:forces:R:3
C 1.234510 0.901265 -0.421125 2.81 -2.11 -0.73
C 0.649048 -0.243263 -0.093344 -1.29 -0.04 -0.04
O -1.950562 0.781150 -0.364078 0.47 0.63 -0.03
O -1.651862 -1.764408 -0.432969 0.43 -1.10 -0.33
P -1.171441 -0.432373 -0.087484 -0.41 0.61 1.71
H 2.335942 0.943103 -0.679172 -1.09 -0.21 0.86
H 0.752788 1.743138 -0.758569 -1.61 1.79 -0.23
H 1.111122 -1.201920 0.102890 0.44 0.23 0.09
H -1.309544 -0.726693 2.733852 0.25 0.19 -1.28
```
Positions in Å, forces in eV/Å.